Record 1
The following is a DFT calculation (wB97M-V/def2-TZVPD) of a structure of composition C31H46N4P2PdSi at a distorted geometry.

Calculated values
⟨S²⟩   2.01
LUMO (spin up / spin down)   0.30 / -1.49 eV
Spin multiplicity   3

Geometry (Å):
Pd (-0.22840, 0.75490, -1.63390)
C (-1.63551, 1.41690, -6.21514)
C (-1.57940, 0.08753, -6.11504)
C (-0.74790, -0.78464, -7.01742)
C (0.67909, -0.25474, -7.36073)
C (1.38292, 0.42178, -6.22255)
C (1.15976, 1.63945, -5.70381)
C (0.43160, 2.74687, -6.39972)
C (-0.82409, 2.25227, -7.14230)
C (1.05389, 1.07658, 0.01311)
H (-2.38610, 1.97867, -5.67291)
H (-2.30307, -0.45270, -5.50483)
H (-1.26099, -0.93739, -7.98766)
H (-0.65492, -1.79009, -6.56795)
H (1.27263, -1.13058, -7.68657)
H (0.61933, 0.40255, -8.23991)
H (2.27248, -0.14417, -5.91694)
H (1.63424, 1.91313, -4.76450)
H (1.08422, 3.24865, -7.13903)
H (0.14737, 3.50935, -5.65730)
H (-1.41736, 3.11605, -7.48475)
H (-0.51350, 1.70197, -8.03776)
H (0.56622, 1.79494, 0.68338)
H (2.06557, 1.42131, -0.22627)
H (1.08792, 0.08978, 0.48470)
P (1.59804, -0.40428, -2.37742)
P (-1.88655, -0.55480, -2.53362)
N (2.87644, 0.74857, -2.85394)
N (2.49028, -1.63273, -1.53973)
N (-3.00786, 0.67755, -3.07963)
N (-3.04307, -1.62786, -1.77675)
C (0.70960, -1.25747, -3.71174)
C (-0.78731, -1.64243, -3.55280)
C (2.77481, 2.12800, -2.57784)
C (3.80963, 2.79778, -3.21151)
C (4.56617, 1.82298, -3.93617)
C (4.00522, 0.58015, -3.67230)
C (3.36352, -1.39697, -0.45753)
C (4.11879, -2.53888, -0.24160)
C (3.65463, -3.54440, -1.15279)
C (2.63786, -2.98360, -1.90078)
C (-2.73966, 2.04213, -2.83576)
C (-3.56913, 2.81608, -3.62962)
C (-4.46123, 1.92091, -4.30945)
C (-4.08261, 0.62270, -3.97806)
C (-4.25652, -2.15977, -2.24234)
C (-4.78818, -2.99158, -1.26439)
C (-3.89564, -2.95822, -0.14235)
C (-2.83889, -2.12778, -0.47950)
H (1.31237, -2.12968, -3.97981)
H (0.74040, -0.58614, -4.57101)
H (-1.24780, -1.70915, -4.53889)
H (-0.87690, -2.64322, -3.11491)
H (2.01610, 2.48694, -1.89735)
H (4.00943, 3.85941, -3.14177)
H (5.40959, 2.02482, -4.58424)
H (4.35213, -0.41222, -3.92360)
H (3.35184, -0.44426, 0.05302)
H (4.93781, -2.63004, 0.45854)
H (4.04784, -4.54940, -1.26571)
H (2.00574, -3.41930, -2.66094)
H (-2.06996, 2.35417, -2.04469)
H (-3.53353, 3.88982, -3.71041)
H (-5.27211, 2.20190, -4.95957)
H (-4.53966, -0.31339, -4.24785)
H (-4.64137, -1.91308, -3.21559)
H (-5.70016, -3.56524, -1.34403)
H (-4.00309, -3.48345, 0.79531)
H (-1.96239, -1.82990, 0.07377)
C (-0.59546, -0.79260, 2.58737)
Si (-1.50205, 0.76731, 2.04724)
C (-3.19189, 0.54932, 2.85092)
C (-0.71011, 2.22432, 2.95093)
C (-1.64382, 1.05394, 0.14116)
H (-0.60042, -0.86675, 3.68726)
H (0.44568, -0.79421, 2.24650)
H (-1.10375, -1.68908, 2.21154)
H (-3.04891, 0.51758, 3.94206)
H (-3.89442, 1.36204, 2.62346)
H (-3.64243, -0.40708, 2.54912)
H (0.38655, 2.22701, 2.90738)
H (-1.07023, 3.18009, 2.55132)
H (-0.97555, 2.22185, 4.01939)
H (-2.49696, 0.40764, -0.13865)
H (-1.98725, 2.09438, -0.01705)

These are the Löwdin partial charges, in e, on atoms 1 to 5: atom 1 (Pd): 0.409, atom 2 (C): -0.089, atom 3 (C): -0.132, atom 4 (C): -0.173, atom 5 (C): -0.188

Record 2
The following is a DFT calculation (wB97M-V/def2-TZVPD) of a structure of composition C31H46P2Ti at a distorted geometry.

Calculated values
Net charge   +1
⟨S²⟩   0.81
Energy relative to the best compared isomer or geometry (same formula, charge and spin)   513.0 kJ/mol
LUMO (spin up / spin down)   -2.91 / -2.95 eV
Spin multiplicity   2

Geometry (Å):
Ti (0.85782, -1.18150, 1.27471)
C (2.80048, -1.73147, -0.73787)
C (3.31643, -0.82943, 0.20913)
C (2.27834, -2.58788, 1.36411)
C (2.04964, -2.73654, -0.05703)
C (2.97935, -1.31923, 1.52886)
C (3.07000, -1.72840, -2.19763)
H (3.26885, -0.72298, -2.58008)
H (2.21678, -2.11527, -2.76541)
H (3.94653, -2.34288, -2.47635)
C (1.39175, -3.86927, -0.75229)
H (1.64179, -3.87500, -1.82241)
H (0.30665, -3.78422, -0.68336)
H (1.67428, -4.84435, -0.32595)
C (1.61869, -3.36575, 2.42876)
H (1.87715, -4.42510, 2.33108)
H (0.52065, -3.32641, 2.35330)
H (1.88233, -3.01190, 3.42524)
C (3.24455, -0.61906, 2.79998)
H (3.92932, -1.21583, 3.42649)
H (2.32466, -0.44544, 3.38988)
H (3.71683, 0.36097, 2.62383)
C (4.23486, 0.30365, -0.08988)
H (5.21490, 0.14810, 0.39030)
H (3.83268, 1.26068, 0.27794)
H (4.41487, 0.39627, -1.17212)
C (-0.73473, 0.29844, -2.41182)
C (0.31402, 0.80286, -3.09717)
C (1.40200, 1.63679, -2.46797)
C (0.92456, 2.40547, -1.18378)
C (0.80300, 1.73566, 0.08612)
C (-0.48768, 1.76101, 0.80095)
C (-1.53214, 0.89060, 0.05555)
C (-1.70714, 0.94753, -1.49062)
H (1.65294, 2.43649, -3.19535)
H (-0.10022, 2.82639, -1.50253)
H (2.33736, 1.07278, -2.24982)
H (-1.91380, 1.97851, -1.85262)
H (-0.92338, -0.78442, -2.51629)
H (0.53300, 0.45509, -4.13543)
H (-2.66911, 0.40695, -1.62798)
H (-1.26148, -0.16747, 0.33859)
H (-0.39545, 1.29505, 1.80771)
H (-2.54415, 1.06541, 0.48312)
H (1.61911, 3.25960, -1.01696)
H (1.69050, 1.63361, 0.72645)
P (-1.57089, 4.06904, -1.57461)
C (-3.17986, 4.30231, -2.42038)
C (-0.66894, 5.61852, -1.94390)
P (-0.90844, 3.41859, 1.38869)
C (-1.99805, 4.19147, 0.18361)
C (0.50582, 4.47210, 1.75152)
C (-1.90658, 3.24140, 2.87271)
H (-3.95917, 3.75098, -1.87132)
H (-3.10224, 3.91586, -3.44991)
H (-3.41867, 5.37866, -2.44226)
H (-1.39552, 6.44746, -1.92450)
H (-0.22507, 5.53997, -2.94929)
H (0.13053, 5.78960, -1.20583)
H (-2.61905, 4.08100, 2.88576)
H (-1.22745, 3.28177, 3.73844)
H (-2.45023, 2.28037, 2.87903)
H (-2.99679, 3.75236, 0.29707)
H (-2.03251, 5.26811, 0.40559)
H (0.68734, 4.40187, 2.83697)
H (0.25388, 5.50648, 1.47806)
H (1.42710, 4.15429, 1.23225)
C (-0.84928, -2.23483, 0.85170)
C (-1.56710, -3.25997, 0.63927)
C (-2.33667, -4.44204, 0.64061)
C (-2.67564, -5.20805, -0.51655)
C (-3.15295, -6.51707, -0.38069)
C (-3.34068, -7.08780, 0.89232)
C (-3.11282, -6.30106, 2.03579)
C (-2.64819, -4.99239, 1.91011)
H (-2.53201, -4.77717, -1.50754)
H (-3.35290, -7.12902, -1.26763)
H (-3.66062, -8.13695, 0.99652)
H (-3.26887, -6.73780, 3.02716)
H (-2.46487, -4.38622, 2.79786)

These are the Löwdin partial charges, in e, on atoms 1 to 5: atom 1 (Ti): 1.024, atom 2 (C): -0.182, atom 3 (C): -0.204, atom 4 (C): -0.376, atom 5 (C): -0.242